# C47H42HfN9OSeTe

C47H42HfN9OSeTe as an isolated structure (wB97M-V/def2-TZVPD, OMol25).

ORCA input file:
```
! RIJCOSX wB97M-V def2-TZVPD def2/J DEFGRID3
* xyz 2 2
Hf -0.233 1.560 0.631
N -0.516 -0.631 11.230
C -0.545 -0.625 10.083
C -0.578 -0.615 8.642
C 0.434 0.025 7.932
C 0.409 0.025 6.549
C -0.638 -0.602 5.893
C -1.656 -1.235 6.587
C -1.621 -1.247 7.970
N -0.673 -0.588 4.459
C -0.934 -1.665 3.633
C -0.876 -1.191 2.366
N -0.579 0.161 2.400
C -0.468 0.482 3.680
H 1.241 0.508 8.465
H 1.200 0.501 5.985
H -2.475 -1.700 6.054
H -2.405 -1.733 8.533
H -1.131 -2.648 4.023
H -1.036 -1.716 1.441
H -0.254 1.471 4.052
C 7.954 -5.473 1.706
C 6.744 -4.628 1.432
C 6.728 -3.271 1.730
C 5.622 -2.464 1.491
C 5.699 -1.012 1.883
C 4.503 -3.070 0.914
Te 2.695 -2.101 0.436
N 1.205 0.205 -0.163
C 2.411 0.586 -0.058
O 3.421 -0.280 0.260
C 2.903 1.968 -0.242
C 3.899 2.497 0.572
C 4.214 3.841 0.480
C 3.562 4.654 -0.442
C 2.598 4.119 -1.283
C 2.264 2.780 -1.176
C 2.591 -2.523 -1.609
C 1.357 -2.989 -2.076
C 0.121 -3.091 -1.218
C 1.280 -3.400 -3.401
C 2.377 -3.347 -4.249
C 2.285 -3.808 -5.674
C 3.578 -2.849 -3.748
C 3.725 -2.439 -2.431
C 5.079 -1.952 -1.980
C 4.459 -4.443 0.638
C 3.247 -5.137 0.062
C 5.592 -5.197 0.902
H 8.809 -4.865 1.995
H 8.226 -6.056 0.826
H 7.751 -6.179 2.512
H 7.605 -2.821 2.179
H 6.547 -0.853 2.545
H 4.801 -0.685 2.408
H 5.830 -0.371 1.011
H 4.398 1.870 1.299
H 4.965 4.261 1.135
H 3.814 5.703 -0.512
H 2.111 4.745 -2.019
H 1.541 2.336 -1.854
H 0.041 -2.257 -0.521
H 0.103 -4.030 -0.658
H -0.770 -3.075 -1.844
H 0.332 -3.765 -3.780
H 1.273 -4.113 -5.933
H 2.951 -4.655 -5.844
H 2.592 -3.014 -6.356
H 4.436 -2.785 -4.407
H 5.655 -1.625 -2.843
H 5.640 -2.751 -1.493
H 5.009 -1.114 -1.289
H 2.304 -4.763 0.482
H 3.277 -6.199 0.299
H 3.201 -5.036 -1.023
H 5.569 -6.261 0.694
N -2.418 0.553 0.262
C -3.570 0.523 0.261
C -4.998 0.553 0.304
C -5.758 1.613 -0.070
N -5.747 2.667 -0.840
C -5.628 -0.582 0.920
N -6.121 -1.505 1.393
C -3.140 3.689 0.454
N -2.713 3.095 -0.809
C -1.458 2.691 -1.090
Se 0.301 3.433 1.994
N -1.447 2.419 -2.411
C -2.718 2.527 -2.968
C -3.222 2.295 -4.239
C -4.599 2.338 -4.382
C -5.442 2.514 -3.276
C -4.917 2.751 -2.022
C -3.538 2.867 -1.898
H -2.248 3.979 1.007
H -3.725 2.996 1.058
H -3.737 4.574 0.243
H -0.636 2.087 -2.906
H -2.577 2.061 -5.075
H -5.040 2.156 -5.352
H -6.512 2.407 -3.396
H -6.482 3.352 -0.710
*
```

Output
ΔE to the lowest compared entry with this formula, charge and spin   50.8 kcal/mol
Gap between HOMO and LUMO (spin up / spin down)   7.3 / 5.9 eV
⟨S²⟩   0.7545

---

# C35H45F3O9PS

A 2-piece molecular cluster, C35H45F3O9PS overall at a distorted geometry (wB97M-V/def2-TZVPD, OMol25).

ORCA input file:
```
! RIJCOSX wB97M-V def2-TZVPD def2/J DEFGRID3
* xyz -1 1
C -5.286 6.066 -3.605
C -4.615 5.822 -4.944
C -3.895 4.346 -5.181
O -2.564 4.328 -5.336
O -4.779 3.161 -5.159
C -4.827 2.504 -6.483
C -4.390 0.909 -6.308
C -2.835 0.848 -5.696
C -2.022 -0.460 -6.255
C -0.398 -0.418 -6.052
C 0.145 0.661 -4.946
C 0.016 0.119 -3.369
C -0.935 -1.163 -2.951
C -1.028 -1.731 -1.386
C -1.978 -3.053 -1.107
C -1.140 -4.445 -0.871
C -2.052 -5.354 0.188
O -3.500 -5.246 -0.079
C -0.168 -1.015 -0.144
C -0.227 -1.577 1.395
C -1.704 -1.503 2.106
C -1.515 -0.983 3.678
C -0.503 -1.925 4.562
C 0.631 -1.090 5.418
C 0.063 0.269 6.147
C -1.285 0.012 7.082
C -1.096 -1.252 8.147
C 0.785 0.271 -0.555
C 0.886 0.828 -2.129
C 1.936 2.104 -2.385
O 1.636 3.138 -3.187
C 3.359 1.998 -1.512
C 4.842 2.374 -2.108
C 6.167 2.162 -1.109
P 7.983 2.555 -1.678
O 8.954 1.710 -0.710
C 6.035 1.574 0.447
C 4.550 1.223 1.047
C 3.258 1.438 0.060
C 1.715 1.064 0.587
O 1.266 1.413 1.801
H -6.306 5.482 -3.435
H -4.788 6.768 -2.803
H -4.654 6.677 -5.747
H -5.888 2.640 -6.981
H -4.038 2.983 -7.219
H -5.173 0.420 -5.582
H -4.482 0.398 -7.363
H -2.319 1.839 -6.086
H -2.946 0.812 -4.528
H -2.495 -1.449 -5.821
H -2.209 -0.485 -7.434
H -0.054 -1.527 -5.775
H 0.083 -0.149 -7.084
H 1.322 0.755 -5.125
H -0.273 1.757 -5.076
H -1.562 -1.743 -3.776
H -2.678 -2.761 -0.189
H -2.701 -3.167 -2.031
H -0.065 -4.308 -0.429
H -1.093 -4.997 -1.918
H -1.782 -6.502 0.153
H -1.846 -4.891 1.265
H -3.683 -5.270 -1.071
H 0.560 -1.081 2.125
H 0.084 -2.728 1.341
H -2.104 -2.627 2.151
H -2.433 -0.830 1.485
H -1.090 0.110 3.603
H -2.579 -1.032 4.216
H -1.164 -2.537 5.310
H 0.090 -2.732 3.915
H 1.594 -0.842 4.763
H 1.006 -1.838 6.269
H -0.056 1.153 5.387
H 0.911 0.614 6.913
H -2.171 -0.144 6.334
H -1.486 0.971 7.765
H -1.400 -2.266 7.648
H 0.012 -1.350 8.534
H -1.811 -1.026 9.060
H 4.935 2.765 -3.208
H 8.226 2.226 -3.060
H 8.202 3.953 -1.354
H 6.992 1.419 1.130
H 4.381 0.786 2.134
C 5.535 -0.782 6.719
F 6.329 -1.851 6.389
F 6.040 -0.292 7.896
F 5.793 0.179 5.775
S 3.723 -1.226 6.831
O 3.635 -2.255 7.877
O 3.358 -1.726 5.499
O 3.033 0.020 7.189
*
```

Output
Gap between HOMO and LUMO   6.1 eV

---

# C4H9N3O

The molecule C4H9N3O at a distorted geometry (wB97M-V/def2-TZVPD, OMol25).

ORCA input file:
```
! RIJCOSX wB97M-V def2-TZVPD def2/J DEFGRID3
* xyz 0 1
C -0.361 1.447 -2.352
C -1.105 0.549 -1.398
N -0.773 0.057 -0.284
N 0.584 -0.093 -0.032
C 1.403 -0.790 -1.019
C 0.987 -0.293 1.269
N 0.261 -0.480 2.317
O -1.112 -0.487 2.207
H 0.592 1.791 -1.944
H -0.163 0.945 -3.329
H -1.047 2.267 -2.580
H -2.124 0.336 -1.788
H 1.349 -0.314 -2.050
H 1.100 -1.797 -1.014
H 2.412 -0.759 -0.691
H 2.064 -0.298 1.447
H -1.335 -0.145 1.293
*
```

Output
ΔE to the lowest compared entry with this formula, charge and spin   104.5 kcal/mol
Structure (SMILES)   C/C=N\N(C)/C=N\O
Gap between HOMO and LUMO   8.6 eV

---

# C2H6N2O3

A 2-piece molecular cluster, C2H6N2O3 overall at a distorted geometry (wB97M-V/def2-TZVPD, OMol25).

ORCA input file:
```
! RIJCOSX wB97M-V def2-TZVPD def2/J DEFGRID3
* xyz 0 1
O -5.216 -0.039 0.147
N -4.059 -0.124 -0.029
O -3.309 -1.029 0.034
O -3.494 1.119 -0.256
H -2.479 1.148 -0.146
H -0.921 -0.216 1.305
N -1.040 0.485 0.498
C -0.096 0.389 -0.302
C 1.082 -0.534 -0.025
H -0.070 1.082 -1.228
H 1.745 -0.270 0.878
H 0.626 -1.443 0.415
H 1.740 -0.759 -0.841
*
```

Output
ΔE to the lowest compared entry with this formula, charge and spin   140.6 kcal/mol
Structure (SMILES)   O=[N+]([O-])O.[H]/N=C\C
Gap between HOMO and LUMO   11.6 eV

---

# CH2NOS

A 2-piece molecular cluster, CH2NOS overall at a distorted geometry (wB97M-V/def2-TZVPD, OMol25).

ORCA input file:
```
! RIJCOSX wB97M-V def2-TZVPD def2/J DEFGRID3
* xyz -1 1
C 0.776 -0.489 -0.151
N 0.038 -1.410 0.189
O -1.097 1.072 -0.138
S 2.038 0.353 -0.448
H -0.751 1.943 0.265
H -1.005 -1.470 0.284
*
```

Output
ΔE to the lowest compared entry with this formula, charge and spin   65.0 kcal/mol
Gap between HOMO and LUMO   6.4 eV

---

# C4H7NO2

A 2-piece molecular cluster, C4H7NO2 overall (wB97M-V/def2-TZVPD, OMol25).

ORCA input file:
```
! RIJCOSX wB97M-V def2-TZVPD def2/J DEFGRID3
* xyz 0 1
C 0.947 -1.188 -1.261
C 0.521 -0.146 -0.285
O 1.165 0.855 -0.069
C -0.702 -0.463 0.589
N -0.726 0.445 1.688
C 0.054 1.371 1.901
O 0.644 2.286 2.323
H 0.939 -2.117 -0.688
H 1.951 -0.979 -1.633
H 0.241 -1.284 -2.091
H -0.658 -1.505 0.931
H -1.644 -0.404 0.023
H -1.300 1.470 -1.072
H -1.431 1.660 -0.354
*
```

Output
ΔE to the lowest compared entry with this formula, charge and spin   44.7 kcal/mol
Structure (SMILES)   CC(=O)CN=C=O.[H][H]
Gap between HOMO and LUMO   10.9 eV

---

| no. | E (a.u.) |
| --- | --- |
| 1 | -5101.2199 |
| 2 | -3075.9017 |
| 3 | -397.1842 |
| 4 | -414.8716 |
| 5 | -567.4625 |
| 6 | -361.8096 |